Entry 1:
The following is a quantum chemistry calculation of a molecular structure, C52H60AsMnN4OPSi3 at a distorted geometry, from the Open Molecules 2025 dataset.

Cartesian coordinates (Å):
H (0.3765, -1.6187, 6.5382)
H (0.8224, 5.1276, 0.5835)
H (0.9701, 3.7552, 2.5499)
H (-4.5196, 1.0267, 5.4799)
H (-4.2923, -6.8311, 0.0022)
H (5.5080, 3.1132, -1.3196)
C (-3.4855, -0.9843, 0.7628)
H (1.2243, 4.2782, -3.5604)
H (-1.1493, -0.3015, 5.1280)
C (-4.5882, -1.7999, 0.6014)
H (-2.2997, -6.2496, 1.3393)
C (0.5193, -1.6025, 5.4696)
C (4.1770, 0.6003, -2.8399)
H (4.1061, 0.0159, 2.5412)
H (4.4159, 4.1582, 1.3443)
H (3.8971, 4.4745, -2.2242)
H (-3.6920, -3.3589, -2.4015)
H (0.1359, 2.9968, -3.0649)
H (6.6269, 1.7757, -1.2325)
C (-0.5120, -3.6688, -4.7423)
C (-2.6576, -2.4454, 2.4845)
H (-2.5244, -0.8171, -3.1157)
C (-2.6127, -5.6095, 0.5273)
C (-3.7301, -5.9371, -0.2207)
H (-5.3397, -1.5477, -0.1320)
C (-1.8786, -4.4761, 0.2265)
H (-1.9062, -2.7014, 3.2193)
Si (1.7500, 3.6111, -1.2120)
H (4.2502, -1.4247, 0.0662)
H (0.0381, -4.4769, -5.1969)
H (-4.0828, 2.9474, -3.4269)
C (3.2633, 4.7725, -1.3955)
C (5.0205, -0.6843, -0.1268)
Si (4.3325, 0.8970, -0.9571)
H (-2.2808, 4.3360, 3.9617)
H (2.9077, 5.7745, -1.6131)
C (1.1623, 3.3431, -3.0111)
H (3.0600, -3.2471, -3.7279)
C (-2.5217, 3.2830, 3.9555)
H (-1.5379, 1.8777, 0.6393)
H (-3.5589, 3.2923, 0.7989)
H (4.2874, 4.1237, 3.0878)
H (-0.0914, 5.2818, -0.9008)
C (-3.4734, 2.7777, 4.8241)
N (-0.8402, -1.7292, -0.5077)
C (-1.8697, 2.4371, 3.0757)
P (-1.1762, -0.0846, 2.0031)
Mn (0.4557, -0.4493, -0.2084)
C (-3.1227, 0.5789, 3.9297)
H (4.1113, 0.9877, 3.9989)
C (-2.2576, -3.6648, -0.8367)
C (-2.1165, 2.1146, -0.2396)
C (1.0957, -1.3756, 1.3728)
H (2.4008, -2.6605, -1.4510)
C (4.3916, 3.5005, 2.2053)
C (-4.7431, -2.9260, 1.3963)
H (1.7798, 2.6167, -3.5332)
C (-1.6806, 1.5889, -1.4582)
C (-4.1273, -5.1135, -1.2642)
C (3.5107, 0.6972, 3.1426)
C (-1.4128, -2.5294, -1.2791)
H (5.1328, 0.7652, -3.3284)
H (5.5102, -0.4548, 0.8157)
C (-1.8650, -1.7030, -4.9493)
O (1.8582, -1.6021, 0.4531)
H (-3.9804, 3.4381, 5.5087)
H (-4.8442, 3.8252, -1.2506)
C (-3.2429, 2.9072, -0.1598)
H (-0.9892, -4.2310, 0.7880)
H (0.7976, 2.2436, 3.4429)
C (1.9690, -1.6090, -4.6321)
H (3.8788, -0.4186, -3.0598)
C (0.4026, 4.5688, -0.2478)
H (1.8672, 3.4971, 4.0285)
H (-3.8962, -4.1247, 2.9543)
H (5.3546, 3.0058, 2.2799)
C (-1.2921, -2.5365, -2.7747)
H (3.4518, 1.2687, -3.2971)
C (1.5026, 3.0091, 3.1309)
H (-3.3648, -0.4733, 3.9272)
C (1.5720, -2.3325, 4.9010)
H (-1.1313, 2.8465, 2.4024)
C (-3.3904, -3.9903, -1.5785)
C (1.7754, -2.3360, 3.5475)
N (1.2682, -1.0271, -1.9929)
C (-3.5306, 2.7149, -2.5297)
C (-2.4120, 1.9163, -2.6149)
H (-1.0748, -2.8009, -6.6122)
Si (2.9508, 2.2366, 2.1552)
H (-0.1112, -4.3225, -2.7432)
C (-0.1980, -0.8837, 3.2994)
C (-3.7762, 1.4263, 4.8055)
H (0.7183, 0.0561, -5.1488)
H (5.9640, 2.4458, 0.2360)
H (-0.3639, 3.9002, 0.1332)
C (-2.5134, -1.3019, 1.7067)
C (-3.9601, 3.2108, -1.3070)
H (2.2703, -1.8392, -5.6413)
H (2.6012, -2.8649, 3.0980)
H (-4.9968, -5.3577, -1.8545)
C (-3.7747, -3.2499, 2.3312)
C (5.7279, 2.1946, -0.7898)
C (2.4255, -2.3945, -3.5640)
C (-1.9432, -1.6038, -3.5704)
H (-3.3648, -0.0953, 0.1589)
C (2.0559, -2.0586, -2.2818)
C (-1.1465, -2.7305, -5.5376)
C (-0.5906, -3.5809, -3.3651)
H (-2.3711, -0.9730, -5.5626)
H (2.6529, 0.1511, 3.5234)
H (2.2332, -2.8954, 5.5430)
N (-0.5537, 0.7869, -1.5251)
H (-5.6174, -3.5484, 1.2884)
C (0.7527, -0.3036, -3.0298)
C (1.1321, -0.5637, -4.3711)
H (-2.0798, 1.5235, -3.5615)
C (-2.1568, 1.0782, 3.0570)
C (-0.3516, -0.8716, 4.6735)
C (0.8923, -1.5957, 2.7155)
H (5.7650, -1.1458, -0.7693)
H (3.8750, 4.8346, -0.5035)
As (2.1667, 1.5091, -0.0335)
N (-0.1564, 0.6137, -2.7727)

Summary:
- DFT total energy (eV) = -187981.288
- orbital gap (alpha / beta) (eV) = 4.7 / 4.8
- net charge = +1
- highest occupied orbital energy (alpha / beta) (eV) = -8.86 / -8.88

***

Entry 2:
The following is a quantum chemistry calculation of a molecular structure, C52H60Cl2FN9O7P2S at a distorted geometry, from the Open Molecules 2025 dataset.

Cartesian coordinates (Å):
H (3.9292, -14.3293, -1.7812)
H (-5.2068, -1.6343, 3.1407)
C (-3.0488, 9.9265, -0.3183)
N (0.9692, 3.1146, 5.1868)
C (6.3770, 4.1776, 1.0270)
Cl (-3.4462, -3.1291, -0.8308)
C (-0.5360, -9.6727, 1.5179)
C (-4.7950, -7.6150, -1.6608)
C (-4.9145, -0.5872, 3.1375)
H (-5.4012, -7.5367, -0.7646)
N (-3.7133, 9.8783, -1.4700)
C (11.5893, 3.1848, -1.6946)
C (-5.2048, 0.0693, 1.7988)
N (4.6200, 4.1576, 3.1903)
C (8.2209, -2.0075, -4.3781)
H (1.1482, -13.1742, 0.9896)
C (-3.6474, 7.6959, 0.2599)
H (7.0647, 4.1877, 0.1902)
C (-6.4566, 9.0202, -5.5126)
C (3.0424, 2.8997, 6.3651)
H (-2.3262, -9.1149, -1.1214)
H (-0.5216, 1.8148, 5.7051)
C (6.8543, 4.1050, 2.3255)
N (9.2752, 4.5950, -1.0516)
C (8.0371, -0.0199, -2.5460)
H (0.4695, -11.1967, -0.3685)
C (1.8823, -11.6508, -1.9263)
Cl (-4.7273, 4.6601, 1.9133)
C (3.1668, -13.6103, -1.5009)
H (5.9099, -0.2986, -2.6101)
H (-4.8777, 6.7315, -1.2202)
H (8.0045, 0.7817, -1.8153)
O (-3.5626, -0.4158, 3.5977)
O (-5.4680, 4.3458, -0.8165)
H (4.0545, 3.2516, 6.5079)
H (12.4884, 2.6361, -1.9432)
C (9.2608, 3.5995, -1.9368)
C (6.9654, -1.6358, -3.9278)
C (5.0071, 4.2398, 0.8270)
C (2.2235, 3.4999, 5.4195)
N (-0.8291, -9.4353, 0.2398)
S (-4.8140, 3.5711, 0.1921)
H (0.7939, 0.6169, 7.4353)
O (-1.2175, -0.4572, 2.5777)
C (1.2419, -11.8671, -0.7175)
H (-1.2888, 3.4996, 0.8321)
N (-6.7135, 9.4414, -4.2767)
H (3.3924, -12.4073, -3.2650)
C (-8.7647, 8.7621, -6.0336)
H (-2.5443, 10.8633, -0.1054)
H (-6.0516, -0.4383, 1.3374)
H (10.4293, 5.7013, 0.2306)
C (11.6246, 4.2186, -0.7729)
H (-3.6207, 6.8508, 0.9340)
O (-3.0101, -2.0288, 1.6935)
O (-2.0123, -2.3940, 4.0009)
H (10.3060, 2.0620, -3.0117)
C (-2.9826, 8.8701, 0.5772)
C (1.6219, -12.9691, 0.0351)
H (-2.4242, 8.9675, 1.4986)
H (3.0986, 4.2789, 1.8232)
H (-8.1708, 9.8727, -2.9040)
H (0.5204, -9.7698, 1.7472)
C (-2.1172, -9.3081, -0.0762)
H (7.9154, 4.0558, 2.5281)
C (0.5009, 2.1007, 5.9122)
H (-5.5402, -0.0984, 3.8812)
H (6.0769, -2.1285, -4.3004)
C (9.3263, -1.3449, -3.8670)
C (-1.8450, 1.9002, 2.2004)
C (2.8665, -12.5391, -2.3291)
C (2.5355, 1.8484, 7.1104)
H (-6.8957, 2.4937, 0.5104)
O (-3.4911, 3.1188, -0.1034)
H (-1.1906, -9.9890, 3.5368)
C (-5.8559, 2.1981, 0.5961)
C (-0.9445, 2.5196, 1.1485)
H (-4.7299, 2.0558, 2.4485)
F (-0.8596, 1.6751, 0.0480)
C (-4.3464, 8.7428, -1.7626)
H (-3.5987, -9.7519, 2.9188)
H (-2.8243, -5.8284, -3.7287)
C (6.8694, -0.6207, -2.9905)
C (-7.9913, 9.5244, -3.9154)
H (8.2956, 3.3829, -2.3837)
C (-2.8235, -9.6622, 2.1687)
H (-2.6591, 1.4053, 1.6758)
P (-2.0239, -2.2124, 0.3654)
H (-1.3320, -0.3453, -0.4115)
H (-6.4245, 1.6615, 2.6095)
C (4.1769, 4.2282, 1.9373)
C (10.3812, 2.8644, -2.2915)
H (-3.9900, -9.9523, -3.7496)
H (-2.2750, 2.6818, 2.8247)
H (-1.4110, 0.9533, 4.1183)
C (-3.1487, -9.4134, 0.8459)
C (1.2320, 1.4352, 6.8810)
H (-7.1707, 8.3376, -7.4191)
H (10.3269, -1.6090, -4.1917)
H (3.1459, 1.3560, 7.8565)
P (-2.4267, -1.3752, 3.0388)
N (-4.7469, -8.8252, -2.2151)
H (4.5889, 4.2979, -0.1685)
N (9.2522, -0.3663, -2.9677)
H (-4.2054, -5.5501, -1.6697)
C (-9.0494, 9.1974, -4.7499)
H (-0.0517, 1.1366, 3.0516)
H (2.5879, 4.3210, 4.8171)
N (2.5642, -13.8337, -0.3360)
H (8.3442, -2.7942, -5.1094)
C (-4.1287, -6.5087, -2.1633)
H (-4.3597, 0.0027, 1.1163)
C (5.9384, 4.0968, 3.3661)
H (0.0722, 2.6265, 1.5247)
C (10.4443, 4.8879, -0.4868)
H (-4.8805, 8.7337, -2.7064)
C (-3.3632, -6.6669, -3.3066)
H (-10.0690, 9.2834, -4.4004)
H (-2.7160, -8.0877, -4.7912)
C (-1.1096, 0.8926, 3.0802)
H (-4.1763, -9.3028, 0.5314)
H (-5.4069, 8.9608, -5.7796)
H (1.6169, -10.8014, -2.5429)
H (-9.5620, 8.4982, -6.7164)
C (-5.5607, 1.5517, 1.9589)
H (12.5461, 4.5022, -0.2835)
C (-3.3014, -7.9181, -3.8981)
C (-4.0112, -8.9582, -3.3164)
O (-2.1956, -0.7432, -0.2624)
H (-5.6525, 1.4930, -0.2084)
C (-1.4887, -9.7944, 2.5158)
C (-4.3456, 7.6278, -0.9342)
H (6.2733, 4.0381, 4.3965)
C (-7.4396, 8.6714, -6.4265)

Summary:
- DFT total energy (eV) = -139818.535
- orbital gap (eV) = 9.1
- highest occupied orbital energy (eV) = -9.29

***

Question: What is the DFT total energy in the first record?
Answer: -187981.288 eV

***

Question: Which of these has the lowest DFT total energy?
Answer: C52H60AsMnN4OPSi3

***

Question: Which of these has the lowest DFT total energy?
Answer: C52H60AsMnN4OPSi3

***

Question: DFT total energy of number 2 (C52H60Cl2FN9O7P2S)?
Answer: -139818.535 eV